[1]
Below is a structure of composition C14H37FeO14 at a distorted geometry, with properties calculated with ωB97M-V with the def2-TZVPD basis set.

```
66
C14H37FeO14, DFT ωB97M-V with the def2-TZVPD basis set
Fe 16.769 -7.701 -8.056
C 14.858 -9.264 -4.821
C 15.918 -9.739 -5.835
O 15.729 -9.236 -7.121
H 14.633 -8.198 -4.748
H 15.194 -9.557 -3.819
H 13.944 -9.818 -5.042
H 15.866 -10.832 -5.760
H 16.936 -9.457 -5.518
C 18.401 -9.007 -11.687
C 19.301 -8.355 -12.530
C 19.594 -6.888 -12.309
O 20.383 -6.252 -13.060
C 19.100 -6.199 -11.214
C 18.304 -6.894 -10.272
C 17.799 -8.373 -10.608
O 16.996 -8.901 -9.784
O 17.982 -6.439 -9.132
O 19.815 -9.024 -13.454
H 18.177 -10.061 -11.780
H 19.324 -5.172 -10.972
C 14.195 -12.778 -3.502
C 12.762 -13.043 -3.949
O 12.359 -11.946 -4.777
H 14.942 -12.845 -4.296
H 14.545 -13.452 -2.722
H 14.189 -11.719 -3.231
H 12.109 -13.073 -3.079
H 12.766 -13.983 -4.502
H 11.782 -12.300 -5.462
C 16.066 -10.327 -0.688
C 17.453 -10.614 -1.166
O 18.218 -9.410 -1.019
H 15.782 -9.349 -1.089
H 16.210 -10.156 0.386
H 15.273 -11.048 -0.851
H 17.490 -10.804 -2.248
H 17.880 -11.381 -0.507
H 19.095 -9.588 -1.367
C 15.764 -4.035 -6.347
C 15.726 -5.428 -5.751
O 16.614 -6.309 -6.428
H 16.739 -3.556 -6.242
H 15.100 -3.347 -5.818
H 15.522 -4.117 -7.407
H 14.704 -5.800 -5.652
H 16.016 -5.353 -4.695
H 17.377 -6.399 -5.855
O 12.766 -8.756 -7.175
H 12.667 -7.872 -6.807
H 13.632 -9.066 -6.837
O 12.728 -11.073 -8.801
H 13.171 -10.386 -8.279
H 13.431 -11.479 -9.320
O 18.806 -7.967 -6.982
H 19.691 -8.112 -7.338
H 18.938 -7.869 -6.031
O 14.831 -7.136 -8.735
H 14.052 -7.472 -8.263
H 14.487 -6.649 -9.492
O 19.654 -9.825 -5.080
H 18.945 -10.172 -5.641
H 19.652 -10.393 -4.303
O 15.270 -12.785 -7.237
H 14.926 -12.525 -6.377
H 15.312 -11.957 -7.737
```

Results
- ΔE to the lowest compared entry with this formula, charge and spin (kcal per mole) = 0.00
- <S²> = 6.01
- total charge = -1
- Kohn-Sham gap (alpha / beta) (eV) = 5.48 / 5.45
- highest occupied orbital energy (alpha / beta) (eV) = -3.8 / -3.8
- E (eV) = -78171.151
- F_max (eV/Å) = 4.311
- LUMO (alpha / beta) (Ha) = 0.0600 / 0.0599
- 2S+1 = 5


[2]
Below is a structure of composition C10H31BF4N9O6Zn at a distorted geometry, with properties calculated with ωB97M-V with the def2-TZVPD basis set.

```
62
C10H31BF4N9O6Zn, DFT ωB97M-V with the def2-TZVPD basis set
Zn -0.649 -0.518 -0.282
B -2.407 -3.455 -0.728
F -3.317 -3.549 0.343
F -3.174 -3.396 -1.924
F -1.738 -2.228 -0.676
F -1.609 -4.588 -0.773
C -1.343 0.370 -3.316
O -1.316 0.027 -2.126
N -0.821 1.542 -3.777
N -1.857 -0.384 -4.295
H -0.625 2.232 -3.070
H -0.578 1.663 -4.739
H -2.047 0.094 -5.156
H -2.403 -1.217 -4.135
C -3.216 0.014 1.542
O -2.327 0.059 0.684
N -3.899 -1.091 1.861
N -3.720 1.156 2.107
H -4.630 -1.080 2.546
H -3.792 -1.927 1.295
H -4.474 1.097 2.761
H -3.303 2.003 1.768
C -0.189 -2.549 2.356
O -0.164 -1.729 1.416
N 0.798 -2.548 3.291
N -1.072 -3.552 2.492
H 0.930 -3.271 3.971
H 1.530 -1.867 3.189
H -0.746 -4.201 3.183
H -1.624 -3.813 1.689
C 1.560 -2.492 -1.530
O 0.842 -1.539 -1.190
N 2.135 -3.293 -0.608
N 1.904 -2.813 -2.802
H 1.984 -3.200 0.378
H 2.755 -3.946 -1.043
H 2.432 -3.642 -2.992
H 1.413 -2.423 -3.588
C 2.912 3.730 2.807
O 2.269 2.489 2.485
C 0.899 2.661 2.177
C 0.394 1.366 1.590
N 0.349 1.249 0.097
C 1.772 1.227 -0.379
C 1.867 1.519 -1.853
O 1.289 2.770 -2.234
C 1.708 3.881 -1.437
H 2.728 4.470 2.024
H 3.967 3.508 2.938
H 2.536 4.195 3.722
H 0.740 3.488 1.475
H 0.381 2.930 3.104
H -0.537 1.080 2.079
H 1.092 0.595 1.920
H -0.246 1.933 -0.355
H 2.297 0.294 -0.171
H 2.404 1.948 0.140
H 1.511 0.683 -2.453
H 2.945 1.518 -2.062
H 2.798 3.919 -1.498
H 1.425 3.819 -0.387
H 1.259 4.780 -1.850
```

Results
- total charge = +1
- Kohn-Sham gap (eV) = 10.48
- highest occupied orbital energy (eV) = -12.4
- E (eV) = -96539.665
- F_max (eV/Å) = 3.052
- LUMO (Ha) = -0.0720